[1]
Density functional theory data (wB97M-V/def2-TZVPD) for a molecular structure, C16H25Cl2NSm in a non-equilibrium geometry.

<S²> = 8.80
2S+1 = 6
ΔE to the lowest compared entry with this formula, charge and spin = 2.343 eV
Net charge = -1
HOMO energy (spin up / spin down) = -1.50 / -1.57 eV
E_LUMO (spin up / spin down) = 0.091 / 0.091 hartree

Atoms and positions in Å:
Sm  -0.28931  -1.56740  0.40364
Cl  -0.96381  0.80624  -0.79033
Cl  2.23262  -1.94582  0.15425
C  -0.71634  -2.65627  2.18225
H  -0.08384  -3.56291  2.16356
H  -1.77843  -3.01228  2.27524
C  0.11246  -2.44209  -2.75557
C  -0.69743  -2.70031  -1.73531
H  1.20143  -2.53160  -2.57583
C  -2.13412  -2.25046  -1.70413
H  -0.32319  -3.33107  -0.87426
C  -2.78225  -2.64659  -3.01880
H  -2.57059  -2.68082  -0.77001
H  -2.06823  -1.14825  -1.70706
C  -1.98041  -2.06759  -4.20678
H  -2.78364  -3.74679  -3.06380
H  -3.77946  -2.20136  -3.03429
C  -0.42503  -1.97672  -4.07060
H  -2.19988  -2.65127  -5.10696
H  -2.26999  -1.01183  -4.35972
H  0.05871  -2.48237  -4.92162
H  -0.04326  -0.94518  -4.18852
C  0.70448  3.90857  1.27048
N  1.21658  2.85131  0.35972
C  1.90405  3.45883  -0.81792
C  2.13642  1.87997  1.10276
C  1.37315  1.29032  2.24218
C  1.57853  1.68377  3.58434
C  0.72849  1.19589  4.59364
C  -0.28482  0.28775  4.27824
C  -0.45156  -0.11749  2.94059
C  0.39025  0.37907  1.99772
H  1.56755  4.41148  1.72110
H  0.07320  3.46281  2.04199
H  0.12789  4.61622  0.66931
H  0.39922  2.26986  0.01851
H  2.86276  3.87098  -0.48530
H  2.06232  2.68436  -1.57521
H  1.27433  4.25616  -1.21595
H  2.43836  1.13448  0.35570
H  3.00836  2.45297  1.43740
H  2.38794  2.37996  3.80925
H  0.86263  1.52150  5.62295
H  -0.92421  -0.14983  5.04656
H  -1.15190  -0.97620  2.70660

[2]
Density functional theory data (wB97M-V/def2-TZVPD) for a gas-phase ion, C16H25ClNOS (charge +1) in a non-equilibrium geometry.

2S+1 = 1
SMILES string = Clc1ccc(SCCOCC[NH+]2CCCCCC2)cc1
Net charge = +1
HOMO energy = -11.47 eV
E_LUMO = -0.084 hartree

Atoms and positions in Å:
Cl  7.30091  0.43585  -0.05427
C  5.70493  0.14910  -0.14177
C  5.21805  -1.00151  -0.51721
C  3.75132  -1.34724  -0.51999
C  2.86251  -0.46794  -0.27807
S  1.12063  -0.61975  -0.12974
C  0.86163  -1.73207  1.13305
C  -0.10666  -2.94964  0.52914
O  -1.31979  -2.58451  0.23532
C  -1.67919  -2.37107  -0.87280
C  -2.58360  -1.15760  -1.18333
N  -2.27831  0.07464  -0.40983
C  -2.81866  1.21457  -1.34187
C  -1.85096  2.41964  -1.25445
C  -0.96137  2.78104  -0.07758
C  -1.82231  2.57305  1.33339
C  -1.73566  0.90716  1.69575
C  -2.54559  0.24274  0.89244
C  3.26697  0.87377  0.26900
C  4.59578  1.05978  0.37633
H  5.63296  -1.82066  -0.84004
H  3.25843  -2.42230  -0.75424
H  0.38720  -1.41418  2.26716
H  1.82236  -2.36074  1.32776
H  -0.07524  -3.96808  1.31869
H  0.43535  -3.45160  -0.21489
H  -0.67725  -2.17931  -1.49126
H  -2.02140  -3.31597  -1.38112
H  -3.01760  -1.00369  -2.08511
H  -3.51895  -1.66590  -0.45450
H  -1.23588  0.09974  -0.56701
H  -3.08028  0.92550  -2.41661
H  -3.64482  1.60953  -0.44455
H  -2.30206  3.14114  -1.75550
H  -0.97939  2.25255  -2.15296
H  -0.03443  2.07822  -0.04238
H  -0.62817  3.56694  -0.24863
H  -2.78187  3.05213  0.78275
H  -1.21610  3.17956  1.90837
H  -0.70038  0.85824  1.68190
H  -2.15510  1.06641  2.59474
H  -2.47750  -0.94857  1.44804
H  -3.61299  0.26827  1.08475
H  2.58719  1.77713  0.39566
H  5.05527  2.17562  0.35544

[3]
Density functional theory data (wB97M-V/def2-TZVPD) for a molecular structure, C16H25CoN4S4.

2S+1 = 1
ΔE to the lowest compared entry with this formula, charge and spin = 0.000 eV
Net charge = +2
HOMO energy = -14.39 eV
E_LUMO = -0.249 hartree

Atoms and positions in Å:
Co  -1.32496  -1.25900  0.16915
C  1.48657  -2.27440  5.36704
C  0.95954  -3.36153  4.44557
N  1.13197  -3.02638  3.02555
C  0.31967  -2.20107  2.37719
S  0.79225  -1.65797  0.74608
N  -0.79490  -1.76877  2.91794
N  -1.35370  -0.87634  2.03285
C  -1.68692  0.30663  2.40498
C  -1.75314  0.76133  3.81757
C  -1.74886  1.23814  1.26790
C  -2.05389  2.58029  1.36862
C  -1.87963  3.39349  0.25495
C  -1.39353  2.84038  -0.91613
C  -1.12190  1.48130  -0.95109
N  -1.29819  0.69946  0.11205
H  1.34163  -2.56826  6.40585
H  0.95728  -1.33585  5.20196
H  2.55192  -2.10733  5.20930
H  -0.10225  -3.53663  4.61104
H  1.48085  -4.30284  4.60977
H  1.99927  -3.27133  2.57531
H  -1.65026  -0.08228  4.49233
H  -2.70505  1.26233  4.00269
H  -0.95658  1.48121  4.01824
H  -2.40710  2.98697  2.30556
H  -2.10780  4.44921  0.31098
H  -1.21834  3.44358  -1.79522
H  -0.73737  1.00681  -1.84488
C  -3.56412  -3.74978  0.13318
C  -4.34896  -2.47238  0.35054
S  -3.57670  -1.00181  -0.36247
C  -3.59899  -1.25413  -2.16009
C  -2.54971  -2.20450  -2.71369
S  -0.90398  -1.85393  -2.01820
C  -0.23213  -3.51817  -1.81090
C  -0.96895  -4.40365  -0.80289
S  -1.80132  -3.50674  0.55218
H  -3.64692  -4.10579  -0.89009
H  -3.93888  -4.53473  0.79022
H  -4.42649  -2.23295  1.41269
H  -5.36420  -2.55902  -0.03802
H  -3.46178  -0.24985  -2.56441
H  -4.60489  -1.57050  -2.43953
H  -2.48363  -2.08570  -3.79518
H  -2.79196  -3.24413  -2.51086
H  0.79630  -3.34812  -1.50146
H  -0.20969  -3.98386  -2.79668
H  -0.25525  -5.07722  -0.33164
H  -1.72483  -5.02611  -1.27882

[4]
Density functional theory data (wB97M-V/def2-TZVPD) for a molecular structure, C16H25DyF5N3OS2 in a non-equilibrium geometry.

<S²> = 9.05
2S+1 = 6
ΔE to the lowest compared entry with this formula, charge and spin = 2.073 eV
Net charge = +2
HOMO energy (spin up / spin down) = -14.30 / -14.36 eV
E_LUMO (spin up / spin down) = -0.303 / -0.210 hartree

Atoms and positions in Å:
Dy  -0.05106  0.10999  0.87291
C  -3.09569  -0.09929  2.50427
C  -3.33114  0.30351  1.07163
N  -2.32686  1.23223  0.51468
C  -2.27880  2.59487  1.00847
C  -1.64104  2.86485  2.40646
N  -0.33882  2.12604  2.41264
C  -0.05979  1.42320  3.71297
C  -1.16988  0.36258  4.04812
N  -1.62409  -0.34664  2.82645
H  -3.67336  -0.99905  2.76093
H  -3.43491  0.72090  3.16493
H  -4.34984  0.64131  0.85630
H  -3.20091  -0.65051  0.52469
H  -2.52900  1.23730  -0.51892
H  -3.28068  3.02446  0.84243
H  -1.54730  3.09881  0.38049
H  -2.17899  2.44708  3.24276
H  -1.42668  3.95327  2.47764
H  0.39425  2.74618  2.50135
H  -0.12429  2.14176  4.50710
H  0.90235  1.01520  3.51942
H  -2.05411  0.74975  4.53081
H  -0.84061  -0.40648  4.64034
H  -1.45865  -1.39714  2.93814
F  1.50405  -4.84886  -2.93681
C  1.71257  -4.00006  -1.94177
C  0.50051  -3.63219  -1.31354
F  -0.66193  -4.16644  -1.70559
C  0.71487  -2.72455  -0.24642
F  -0.40488  -2.40924  0.53747
C  1.93010  -2.28587  0.22805
S  1.99890  -1.31027  1.70120
C  3.06498  -2.63068  -0.52778
F  4.24362  -2.31505  -0.12037
C  2.95859  -3.57640  -1.55655
F  3.98711  -3.96392  -2.21995
C  -0.09820  -1.52213  -4.12005
C  0.62028  -0.21769  -3.94552
S  1.51980  0.12225  -2.35299
O  0.38411  0.45637  -1.32329
C  2.27074  1.79285  -2.59891
C  3.34496  2.21028  -1.52635
H  -0.85402  -1.80121  -3.38638
H  0.52874  -2.38033  -4.39997
H  -0.74845  -1.32870  -5.00756
H  -0.10561  0.60549  -4.13717
H  1.34873  -0.06303  -4.72641
H  1.50823  2.46992  -2.67097
H  2.68587  1.75526  -3.59094
H  2.84702  2.31586  -0.57868
H  3.82113  3.09356  -1.86153
H  4.09806  1.46061  -1.41826